{"formula": "C8H13MgN", "method": "ωB97M-V/def2-TZVPD", "species": ["Mg", "N", "C", "C", "C", "C", "C", "C", "C", "C", "H", "H", "H", "H", "H", "H", "H", "H", "H", "H", "H", "H", "H"], "positions_angstrom": [[-0.03, 0.00, 0.29], [-1.37, -1.46, 0.09], [1.21, 2.01, -0.41], [-0.09, 2.40, 0.05], [1.06, -1.85, -0.33], [-0.16, 0.22, 2.45], [-0.37, 1.01, -1.78], [1.03, 1.15, -1.54], [-0.31, -2.44, -0.22], [-1.07, 1.78, -0.79], [1.78, -2.24, 0.38], [-0.28, -3.32, 0.48], [1.83, 0.74, -2.17], [2.16, 2.38, -0.04], [-1.21, 0.52, 2.62], [-0.59, -2.87, -1.22], [-2.14, 1.93, -0.75], [1.41, -1.79, -1.37], [0.51, 0.95, 2.93], [-2.25, -1.94, 0.25], [-0.29, 3.11, 0.85], [0.00, -0.79, 2.87], [-0.83, 0.49, -2.63]], "lowdin_charge": [0.35, -0.20, -0.22, -0.23, -0.27, -0.25, -0.23, -0.23, -0.58, -0.22, -0.04, 0.05, 0.08, 0.07, -0.09, 0.04, 0.08, -0.03, -0.11, -0.07, 0.08, -0.09, 0.09], "charge": -2, "lumo_ev": 6.079, "fmax_ev_per_a": 2.022, "gap_ev": 4.200, "de_lowest_ev": 0.000, "e_homo_ev": 1.879}